Entry 1:
{"formula": "C17H31MgN4O", "method": "wB97M-V/def2-TZVPD", "symbols": ["Mg", "C", "O", "H", "H", "H", "C", "C", "C", "C", "N", "H", "H", "H", "H", "H", "H", "H", "C", "C", "C", "C", "N", "H", "H", "H", "H", "H", "H", "H", "C", "C", "C", "C", "N", "H", "H", "H", "H", "H", "H", "H", "C", "C", "C", "C", "N", "H", "H", "H", "H", "H", "H", "H"], "xyz": [[-1.462, -17.803, 5.454], [-0.432, -16.886, 8.183], [-0.358, -17.649, 7.016], [0.203, -17.260, 8.987], [-0.103, -15.858, 7.973], [-1.463, -16.762, 8.546], [-6.865, -16.385, 7.394], [-5.797, -15.362, 7.720], [-4.410, -15.951, 8.045], [-3.817, -16.681, 6.947], [-3.422, -17.264, 6.037], [-6.884, -17.244, 8.072], [-6.755, -16.688, 6.355], [-7.868, -15.997, 7.577], [-6.075, -14.753, 8.583], [-5.653, -14.612, 6.939], [-4.532, -16.706, 8.833], [-3.705, -15.203, 8.408], [-2.314, -21.782, 8.931], [-0.939, -21.301, 8.457], [-0.036, -20.866, 9.631], [0.347, -22.065, 10.391], [0.565, -22.978, 11.044], [-2.746, -21.097, 9.659], [-2.237, -22.781, 9.357], [-2.985, -21.826, 8.070], [-1.080, -20.436, 7.799], [-0.420, -22.032, 7.837], [-0.581, -20.252, 10.348], [0.811, -20.325, 9.213], [0.652, -14.028, 11.113], [1.574, -13.612, 12.257], [2.724, -12.635, 11.922], [2.249, -11.594, 11.034], [1.892, -10.771, 10.327], [1.133, -14.462, 10.237], [-0.048, -13.220, 10.889], [0.027, -14.837, 11.506], [2.013, -14.555, 12.600], [0.985, -13.245, 13.098], [3.459, -13.254, 11.402], [3.197, -12.235, 12.815], [1.358, -12.333, 5.200], [1.153, -12.336, 6.716], [-0.028, -11.497, 7.185], [-1.313, -11.956, 6.676], [-2.320, -12.334, 6.271], [1.429, -11.354, 4.715], [0.519, -12.783, 4.660], [2.281, -12.863, 4.965], [2.083, -12.045, 7.199], [0.963, -13.387, 6.953], [0.070, -10.452, 6.881], [-0.070, -11.517, 8.277]], "forces_ev_per_angstrom": [[0.4, 0.5, 2.4], [-0.2, 1.0, -0.5], [-0.8, -0.7, -1.8], [-0.1, -0.3, -0.1], [0.1, 0.0, 0.1], [0.0, -0.3, 0.2], [-0.3, 0.0, 0.2], [0.3, 0.8, 0.3], [-0.4, -0.6, 0.6], [-0.3, 0.2, -0.4], [0.9, -0.2, -0.3], [0.6, -0.1, -0.2], [-0.3, -0.3, 0.1], [0.1, 0.4, -0.5], [0.1, -0.3, 0.2], [-0.2, -0.2, -0.2], [0.1, 0.1, 0.1], [0.1, 0.1, -0.2], [0.4, -0.2, -0.6], [-0.4, 0.7, 0.1], [-0.3, -0.8, -0.5], [0.2, 0.7, -0.1], [0.1, -0.4, 0.1], [0.0, 0.0, 0.1], [-0.1, 0.0, 0.2], [-0.1, -0.1, 0.1], [0.1, 0.2, 0.2], [-0.1, -0.2, 0.2], [0.0, 0.3, -0.2], [0.2, -0.1, 0.4], [-0.7, 0.0, 0.7], [0.2, -0.8, 0.3], [-0.5, -1.3, -0.2], [0.5, 0.1, 0.3], [-0.4, 0.4, -0.5], [0.2, 0.5, -0.1], [0.2, 0.0, -0.5], [0.0, 0.0, 0.0], [0.3, 0.3, 0.2], [-0.1, 0.1, -0.1], [0.2, 0.4, -0.1], [-0.1, 0.2, 0.0], [-0.1, 0.3, -0.5], [-0.1, -0.5, -1.1], [0.2, 0.4, 0.4], [-0.2, -0.3, -0.2], [0.1, -0.1, 0.1], [0.2, 0.2, 0.5], [0.1, -0.3, 0.2], [-0.1, -0.1, -0.1], [-0.2, 0.2, 0.3], [0.1, 0.1, 0.4], [0.2, 0.0, 0.1], [-0.1, 0.1, 0.0]], "de_lowest_kcal_mol": 0.00, "charge": 1}

***

Entry 2:
{"formula": "C3H31O14", "method": "wB97M-V/def2-TZVPD", "symbols": ["C", "O", "C", "C", "O", "H", "H", "H", "H", "H", "H", "H", "H", "H", "O", "H", "H", "O", "H", "H", "O", "H", "H", "O", "H", "H", "O", "H", "H", "O", "H", "H", "O", "H", "H", "O", "H", "H", "O", "H", "H", "O", "H", "H", "O", "H", "H", "O"], "xyz": [[-3.372, 0.197, 0.664], [-2.599, -0.600, 1.578], [-2.525, 1.405, 0.301], [-1.309, 0.944, -0.519], [-0.373, 0.328, 0.300], [-3.689, -0.434, -0.169], [-4.268, 0.494, 1.217], [-2.266, 1.858, 1.264], [-3.148, 2.221, -0.087], [-1.705, 0.260, -1.284], [-0.905, 1.817, -1.059], [2.826, 0.752, 0.423], [-1.038, -3.755, 0.365], [-2.478, -3.977, 0.156], [-1.632, -4.363, -0.094], [-1.710, 0.236, 3.066], [-0.310, -0.525, 3.152], [-0.856, 0.206, 3.508], [3.483, -0.515, 0.212], [-1.667, -0.488, 1.254], [3.704, 0.363, 0.559], [1.732, -1.230, 2.572], [0.758, -0.651, 1.534], [0.931, -1.439, 2.078], [1.250, 4.954, 1.341], [1.250, 3.336, 1.757], [1.088, 4.043, 1.107], [-2.687, -2.586, 1.836], [-3.038, -3.217, 3.171], [-3.010, -3.412, 2.231], [0.465, 1.837, 2.828], [0.632, 1.245, 1.505], [1.199, 1.594, 2.241], [1.213, -1.251, -3.090], [2.039, -2.439, -3.697], [1.199, -1.980, -3.742], [1.753, 0.516, -1.664], [0.552, -0.281, -0.847], [1.312, -0.321, -1.519], [4.049, 0.751, -2.189], [3.080, 1.273, -3.149], [3.766, 1.606, -2.551], [1.839, 4.274, -0.626], [2.808, 3.566, -1.445], [2.154, 4.276, -1.548], [-1.730, -1.856, -4.459], [-0.433, -2.611, -4.376], [-1.400, -2.751, -4.332]], "forces_ev_per_angstrom": [[-0.1, 0.1, 0.9], [0.1, -0.3, -0.3], [-0.8, 0.1, 0.3], [-0.4, 1.1, 0.3], [0.2, -0.5, 0.1], [0.1, 0.2, -0.3], [-0.1, 0.0, -0.1], [0.7, -0.2, 0.0], [0.1, -0.4, -0.9], [0.1, -0.1, -0.1], [0.2, -0.1, 0.0], [0.2, 0.5, 0.4], [0.3, -0.3, -0.1], [-0.2, -0.4, 0.0], [0.1, 0.4, 0.0], [0.1, -0.5, -0.2], [-0.6, 0.3, -0.1], [0.3, 0.4, 1.0], [0.4, -0.1, 0.2], [0.0, 0.0, -0.1], [-0.7, -0.5, -0.5], [-0.1, 0.1, -0.1], [-0.1, -0.3, -0.2], [0.1, -0.1, 0.1], [0.2, -0.2, 0.8], [0.3, 0.2, 0.2], [-0.4, 0.2, -1.2], [-0.2, 0.3, 0.2], [0.0, 0.0, 0.0], [0.0, 0.0, 0.0], [0.2, -0.5, 0.5], [0.1, 0.0, -0.4], [-0.5, 0.6, -0.2], [0.0, -0.3, 0.4], [0.0, 0.1, 0.2], [0.1, 0.2, -0.5], [-0.5, 0.4, 0.5], [0.4, 1.0, 0.3], [0.4, -1.1, -0.8], [0.4, 0.5, 0.4], [0.0, 0.6, -0.2], [-0.4, -1.0, -0.2], [-0.5, 0.1, -0.2], [0.0, 0.1, -0.7], [0.5, -0.5, 0.7], [-0.2, -0.1, 0.1], [-0.3, -0.2, 0.4], [0.3, 0.3, -0.4]], "de_lowest_kcal_mol": 0.00, "charge": -1}

***

Entry 3:
{"formula": "C13H35NO6S3", "method": "wB97M-V/def2-TZVPD", "symbols": ["C", "O", "H", "H", "H", "H", "C", "O", "H", "H", "H", "H", "C", "O", "H", "H", "H", "H", "N", "C", "C", "C", "C", "H", "H", "H", "H", "H", "C", "S", "O", "C", "H", "H", "H", "H", "H", "H", "C", "S", "O", "C", "H", "H", "H", "H", "H", "H", "C", "S", "O", "C", "H", "H", "H", "H", "H", "H"], "xyz": [[11.033, 34.725, 38.011], [11.309, 35.541, 36.885], [10.109, 34.160, 37.876], [11.861, 34.029, 38.196], [10.944, 35.361, 38.893], [10.769, 35.221, 36.154], [6.818, 31.593, 32.265], [7.507, 31.386, 31.033], [6.111, 32.421, 32.202], [6.278, 30.695, 32.572], [7.580, 31.853, 33.002], [6.919, 31.608, 30.309], [8.549, 35.005, 33.893], [9.532, 34.720, 34.863], [7.974, 34.118, 33.624], [7.845, 35.745, 34.287], [8.994, 35.440, 32.992], [9.674, 33.764, 34.889], [14.375, 33.418, 32.437], [14.411, 34.424, 33.360], [13.215, 34.426, 34.022], [12.402, 33.414, 33.431], [13.152, 32.801, 32.471], [15.123, 33.241, 31.790], [15.272, 35.059, 33.472], [12.887, 35.091, 34.805], [11.372, 33.206, 33.660], [12.908, 31.982, 31.815], [11.356, 30.381, 35.502], [9.752, 30.528, 34.725], [9.455, 31.992, 34.687], [10.242, 30.083, 33.051], [12.084, 30.897, 34.872], [11.628, 29.340, 35.655], [11.282, 30.923, 36.443], [11.237, 30.492, 32.870], [9.517, 30.526, 32.372], [10.294, 28.998, 32.973], [12.995, 38.715, 30.548], [11.495, 37.775, 30.244], [11.593, 37.317, 28.834], [11.950, 36.378, 31.263], [13.844, 38.067, 30.325], [13.032, 39.085, 31.572], [13.003, 39.554, 29.856], [12.203, 36.681, 32.280], [12.819, 35.890, 30.819], [11.119, 35.677, 31.316], [4.742, 33.949, 34.399], [3.879, 32.559, 35.163], [3.540, 31.638, 34.049], [5.314, 31.893, 35.996], [5.750, 33.652, 34.120], [4.732, 34.817, 35.056], [4.153, 34.191, 33.516], [4.993, 31.111, 36.677], [5.768, 32.709, 36.564], [6.023, 31.538, 35.250]], "forces_ev_per_angstrom": [[0.3, 0.2, -0.1], [0.1, -0.1, 0.2], [0.0, 0.0, 0.1], [-0.1, -0.1, 0.0], [-0.1, 0.0, 0.0], [-0.2, 0.2, -0.2], [0.1, 0.1, -0.1], [0.1, 0.0, 0.0], [0.0, 0.0, 0.0], [0.0, 0.0, 0.1], [-0.1, -0.1, 0.1], [0.0, -0.1, 0.0], [-0.3, 0.4, -0.1], [0.1, 0.0, 0.2], [0.1, -0.1, -0.1], [0.1, 0.0, 0.1], [0.0, -0.2, 0.0], [-0.1, -0.2, -0.1], [0.2, 0.1, -0.2], [-0.1, 0.0, 0.3], [-0.5, 0.1, -0.1], [0.1, 0.2, 0.2], [0.1, -0.1, -0.2], [-0.1, -0.2, 0.0], [0.1, -0.1, 0.0], [0.2, 0.0, 0.0], [0.0, -0.1, 0.1], [0.1, 0.1, -0.1], [0.2, 0.4, -0.1], [-0.2, -0.3, -0.1], [-0.1, 0.2, 0.0], [0.4, 0.1, 0.3], [0.0, -0.1, 0.1], [-0.1, 0.0, 0.0], [0.0, -0.2, 0.1], [-0.1, 0.1, -0.1], [-0.1, -0.2, -0.1], [-0.2, 0.0, -0.1], [0.2, 0.0, -0.1], [0.0, 0.1, 0.1], [-0.1, -0.1, -0.1], [0.2, -0.3, 0.4], [0.0, 0.0, 0.1], [0.0, -0.1, 0.0], [-0.1, 0.0, 0.0], [-0.1, 0.1, -0.1], [-0.1, 0.0, -0.1], [0.0, 0.0, -0.1], [-0.3, 0.1, 0.0], [-0.1, 0.2, -0.1], [0.0, -0.2, -0.1], [0.2, 0.3, 0.2], [0.0, 0.1, 0.0], [0.2, -0.1, 0.1], [0.0, 0.0, 0.0], [0.0, -0.1, -0.1], [0.0, -0.1, 0.1], [0.0, -0.1, 0.0]], "de_lowest_kcal_mol": 0.00}

***

no.,energy (a.u.),HOMO level (eV),frontier orbital gap (eV)
1,-1160.43996,-12.886,7.0
2,-1186.33452,-6.112,8.7
3,-2216.93022,-8.549,8.9